Here is a single C4H9FO molecule at a distorted geometry from OMol25. Energies are from ωB97M-V/def2-TZVPD.

Last column: Mulliken charge in e.
Geometry (Å):
C: 1.450 1.193 -0.177  -0.957
C: 1.162 -0.321 0.200  0.180
F: 2.163 -1.045 -0.307  -0.326
C: -0.238 -0.859 -0.174  -0.559
C: -1.566 -0.274 0.352  -0.399
O: -2.599 -0.132 -0.452  -0.483
H: 2.252 1.529 0.505  0.260
H: 1.799 1.085 -1.212  0.313
H: 0.522 1.767 0.053  0.307
H: 1.303 -0.580 1.236  0.268
H: -0.270 -0.875 -1.301  0.283
H: -0.058 -1.952 -0.004  0.304
H: -1.359 0.700 0.951  0.289
H: -1.985 -0.959 1.154  0.223
H: -2.576 0.723 -0.824  0.296

Values from the calculation:
Frontier orbital gap, eV: 11.46
Spin multiplicity: 1
Structure (SMILES): C[C@H](F)CCO



Here is a molecular structure, C43H94BN2NaO17 at a distorted geometry from OMol25. Energies are from ωB97M-V/def2-TZVPD.

Last column: Mulliken charge in e.
Geometry (Å):
Na: 3.924 13.318 15.565  -0.298
O: 5.176 11.480 16.742  0.633
C: 6.045 11.003 17.478  -0.342
O: 6.811 11.684 18.350  -0.605
B: 7.818 10.799 18.896  1.193
O: 7.546 9.411 18.370  -0.432
C: 6.544 9.488 17.544  0.236
O: 6.040 8.567 16.898  -0.626
O: 7.727 10.877 20.358  -0.513
C: 8.887 11.280 20.872  0.643
O: 9.150 11.378 22.052  -0.620
C: 9.829 11.513 19.714  0.442
O: 9.143 11.318 18.562  -0.474
O: 11.031 11.793 19.828  -0.631
C: 3.527 17.572 15.088  -1.746
C: 3.039 16.192 15.691  1.689
C: 1.697 16.283 16.396  -0.873
O: 2.847 15.476 14.480  -0.433
H: 4.421 17.506 14.468  0.333
H: 3.750 18.204 15.948  0.420
H: 2.759 18.075 14.501  0.516
H: 3.821 15.734 16.297  -0.647
H: 0.989 16.868 15.808  0.427
H: 1.702 16.610 17.436  0.216
H: 1.300 15.270 16.330  -0.147
H: 2.381 16.012 13.834  0.250
C: 0.146 13.315 18.355  -1.401
C: 1.039 12.407 17.532  1.471
C: 0.527 12.382 16.109  -1.296
O: 2.365 12.868 17.513  1.686
H: 0.182 14.374 18.097  0.041
H: 0.471 13.162 19.384  0.219
H: -0.875 12.959 18.220  0.613
H: 1.029 11.367 17.859  0.073
H: 0.671 13.296 15.534  0.060
H: -0.517 12.102 15.975  0.551
H: 1.130 11.635 15.591  -0.039
H: 2.650 13.182 18.375  -1.349
C: 1.932 8.411 16.698  -1.280
C: 3.001 8.200 15.593  0.582
C: 2.333 7.901 14.249  -0.513
O: 3.775 9.410 15.476  1.222
H: 1.212 9.148 16.343  0.233
H: 2.466 8.883 17.522  0.125
H: 1.476 7.497 17.078  0.421
H: 3.664 7.379 15.867  0.338
H: 1.719 7.000 14.263  0.474
H: 3.061 7.860 13.438  -0.221
H: 1.751 8.794 14.022  -0.120
H: 4.497 9.391 16.109  -0.994
C: 1.321 11.571 12.531  -1.383
C: 2.841 11.568 12.392  1.493
C: 3.411 12.681 11.363  -1.327
O: 3.488 11.867 13.614  1.077
H: 0.997 12.551 12.879  0.148
H: 0.914 10.730 13.092  0.223
H: 0.806 11.348 11.596  0.493
H: 3.106 10.554 12.094  -0.456
H: 4.495 12.717 11.476  0.032
H: 3.076 13.698 11.567  0.266
H: 3.196 12.489 10.312  0.521
H: 3.423 11.067 14.141  -0.720
C: 8.055 15.034 18.334  -1.371
C: 6.986 16.060 18.101  1.958
C: 7.179 17.341 18.896  -1.752
O: 6.941 16.351 16.688  -0.429
H: 8.337 14.956 19.384  0.575
H: 8.983 15.279 17.819  0.472
H: 7.735 14.014 18.121  -0.096
H: 6.037 15.645 18.443  -0.841
H: 6.328 18.012 18.781  0.420
H: 8.100 17.900 18.727  0.469
H: 7.082 17.220 19.975  0.402
H: 7.531 17.104 16.613  0.296
C: 5.516 15.854 11.338  -0.746
C: 6.026 15.502 9.931  0.551
C: 5.599 16.499 8.811  -1.531
O: 7.450 15.383 9.857  -0.538
H: 6.054 16.726 11.710  0.472
H: 5.773 14.981 11.937  -0.170
H: 4.455 16.046 11.500  0.318
H: 5.598 14.550 9.615  0.117
H: 6.294 16.468 7.971  0.408
H: 5.626 17.492 9.258  0.380
H: 4.562 16.395 8.493  0.381
H: 7.776 16.258 9.635  0.343
C: 8.638 13.631 15.331  -1.379
C: 7.497 13.697 14.321  0.548
C: 7.139 12.298 13.729  -0.806
O: 6.286 14.108 15.029  0.622
H: 9.526 13.106 14.981  0.489
H: 8.286 13.035 16.174  0.061
H: 8.962 14.605 15.697  0.371
H: 7.690 14.250 13.401  0.216
H: 6.495 12.340 12.850  0.098
H: 6.724 11.599 14.454  -0.351
H: 8.091 11.857 13.433  0.638
H: 6.593 14.854 15.549  -0.415
C: 6.187 4.763 14.239  -1.993
C: 6.391 5.443 12.913  1.269
C: 5.154 5.074 11.965  -1.147
C: 4.960 6.037 10.782  -0.963
C: 5.058 7.540 11.125  -0.668
C: 6.326 7.952 11.959  2.321
N: 6.446 6.924 13.040  1.180
O: 7.429 7.320 13.932  -0.608
C: 7.569 8.004 11.057  -2.178
C: 6.026 9.315 12.595  -2.716
C: 7.708 4.919 12.237  -1.540
H: 5.264 5.130 14.688  0.263
H: 6.130 3.683 14.102  0.483
H: 6.952 5.009 14.976  0.411
H: 5.323 4.054 11.621  0.374
H: 4.199 4.965 12.479  0.473
H: 5.703 5.749 10.038  0.349
H: 3.951 5.811 10.438  0.405
H: 4.151 7.955 11.562  0.003
H: 4.911 8.017 10.156  0.503
H: 8.482 8.238 11.606  0.396
H: 7.448 8.726 10.250  0.419
H: 7.675 7.094 10.466  0.435
H: 6.053 10.149 11.894  0.559
H: 6.867 9.587 13.233  0.849
H: 5.132 9.388 13.213  -0.233
H: 8.433 5.733 12.240  0.225
H: 8.036 3.957 12.632  0.424
H: 7.572 4.781 11.164  0.318
H: 6.896 7.776 14.587  0.258
C: 4.954 12.175 22.000  -1.148
C: 3.627 12.311 21.133  0.956
C: 2.444 12.219 22.164  -1.298
C: 2.417 13.449 23.088  -0.903
C: 2.371 14.708 22.186  -1.436
C: 3.405 14.806 21.029  1.270
N: 3.521 13.568 20.378  0.431
O: 4.353 13.548 19.273  2.243
C: 2.730 15.856 20.028  -1.627
C: 4.765 15.411 21.604  -1.539
C: 3.386 11.082 20.263  -1.843
H: 5.730 12.544 21.329  0.005
H: 5.142 11.159 22.348  0.462
H: 5.017 12.740 22.930  0.279
H: 1.504 12.140 21.619  0.263
H: 2.429 11.223 22.605  0.513
H: 3.128 13.637 23.893  0.412
H: 1.502 13.393 23.678  0.514
H: 2.371 15.545 22.884  0.403
H: 1.381 14.728 21.730  0.480
H: 3.417 16.207 19.258  0.277
H: 1.889 15.395 19.508  0.134
H: 2.391 16.732 20.580  0.439
H: 4.551 16.446 21.869  0.536
H: 4.956 14.879 22.536  0.416
H: 5.633 15.424 20.945  -0.138
H: 3.596 10.167 20.818  0.666
H: 4.066 11.014 19.414  -0.234
H: 2.383 11.092 19.836  0.211
H: 5.165 13.255 19.692  -0.670

Values from the calculation:
Frontier orbital gap, eV: 7.55
Spin multiplicity: 1



Here is 6 unconnected molecules or ions with the total composition C24H66N9O15P3S3 at a distorted geometry from OMol25. Energies are from ωB97M-V/def2-TZVPD.

Last column: Mulliken charge in e.
Geometry (Å):
C: -1.152 -2.600 7.713  -1.045
N: -2.099 -3.040 6.765  0.268
C: -3.062 -3.980 7.196  -0.947
P: -1.700 -2.697 5.123  0.478
O: -0.265 -2.237 4.899  -0.908
N: -2.050 -4.217 4.368  0.666
C: -3.140 -4.477 3.435  -1.176
C: -1.113 -5.386 4.527  -1.301
N: -2.985 -1.662 4.612  0.218
C: -3.678 -0.809 5.616  -0.921
C: -2.777 -1.079 3.300  -1.378
H: -1.381 -2.949 8.720  0.389
H: -1.038 -1.521 7.814  0.272
H: -0.132 -2.911 7.487  0.306
H: -2.866 -4.247 8.234  0.377
H: -3.121 -4.951 6.705  0.276
H: -4.036 -3.496 7.265  0.233
H: -2.803 -4.477 2.398  0.115
H: -3.464 -5.497 3.640  0.512
H: -3.996 -3.856 3.698  0.364
H: -1.437 -6.238 3.929  0.480
H: -0.138 -5.213 4.071  0.246
H: -0.814 -5.623 5.548  0.351
H: -4.051 0.026 5.022  0.407
H: -4.480 -1.299 6.168  0.230
H: -3.041 -0.500 6.445  0.289
H: -2.130 -0.215 3.452  0.739
H: -3.680 -0.678 2.837  0.493
H: -2.332 -1.780 2.594  -0.016
C: 5.066 2.552 -7.115  -1.013
N: 5.837 2.278 -5.899  0.115
C: 6.642 3.365 -5.349  -0.994
P: 5.318 1.069 -4.824  0.379
O: 5.208 -0.271 -5.555  -0.824
N: 6.482 1.093 -3.542  0.326
C: 6.590 2.026 -2.378  -1.092
C: 7.614 0.169 -3.567  -1.102
N: 3.926 1.698 -3.988  0.268
C: 3.454 3.077 -3.879  -1.076
C: 3.298 0.838 -2.899  -0.763
H: 5.721 2.806 -7.949  0.366
H: 4.296 3.250 -6.788  0.355
H: 4.416 1.715 -7.369  0.318
H: 6.521 4.256 -5.965  0.415
H: 7.708 3.135 -5.367  0.262
H: 6.286 3.699 -4.374  0.295
H: 5.620 2.519 -2.317  0.302
H: 6.689 1.493 -1.432  0.465
H: 7.252 2.863 -2.599  0.258
H: 8.093 0.286 -2.595  0.442
H: 7.274 -0.867 -3.576  0.297
H: 8.242 0.376 -4.433  0.272
H: 2.391 3.166 -4.105  0.441
H: 3.482 3.522 -2.884  0.325
H: 3.948 3.852 -4.465  0.305
H: 3.172 -0.171 -3.293  0.442
H: 2.277 1.199 -2.774  -0.061
H: 3.813 0.988 -1.950  0.296
C: -2.255 2.650 -3.611  -0.912
N: -2.138 2.793 -2.219  0.431
C: -0.775 2.439 -1.609  -0.346
P: -3.458 2.831 -1.113  0.121
O: -3.202 3.364 0.256  -0.937
N: -4.759 3.624 -1.786  0.351
C: -4.691 4.937 -2.427  -1.141
C: -6.088 3.190 -1.412  -1.006
N: -3.825 1.234 -1.155  0.963
C: -4.420 0.543 -2.325  -1.179
C: -3.535 0.346 -0.050  -1.154
H: -3.161 3.050 -4.067  0.253
H: -2.153 1.594 -3.864  0.280
H: -1.473 3.165 -4.168  0.348
H: 0.069 2.516 -2.295  0.104
H: -0.870 1.439 -1.186  -0.107
H: -0.508 3.061 -0.754  0.136
H: -5.060 4.792 -3.443  0.413
H: -5.074 5.718 -1.771  0.343
H: -3.640 5.211 -2.526  0.354
H: -6.390 3.318 -0.373  0.200
H: -6.741 3.753 -2.078  0.419
H: -6.179 2.156 -1.743  0.337
H: -4.778 1.246 -3.077  0.446
H: -3.670 -0.093 -2.795  0.050
H: -5.249 -0.081 -1.992  0.413
H: -2.918 -0.468 -0.430  0.300
H: -4.505 0.035 0.338  0.391
H: -3.023 0.850 0.770  0.096
O: 3.205 3.188 2.651  -0.569
S: 2.243 3.139 1.545  1.011
O: 2.728 3.196 0.138  -0.385
O: 1.124 1.926 1.758  -0.187
C: 0.067 2.313 2.701  0.252
C: -0.076 3.771 2.341  -0.388
O: 1.102 4.329 1.809  -0.369
H: -0.811 1.696 2.512  -0.249
H: 0.478 2.129 3.693  0.320
H: -0.224 4.279 3.294  0.340
H: -0.967 3.975 1.748  0.278
O: 2.664 -3.381 1.619  -0.517
S: 1.832 -4.593 1.415  1.125
O: 2.081 -5.746 2.295  -0.578
O: 0.190 -4.270 1.420  -0.038
C: -0.516 -5.170 0.633  -0.325
C: 0.429 -5.678 -0.491  -0.331
O: 1.659 -4.954 -0.166  -0.375
H: -0.894 -5.985 1.250  0.431
H: -1.314 -4.663 0.091  0.138
H: 0.178 -5.452 -1.528  0.266
H: 0.591 -6.755 -0.460  0.235
O: -1.653 -1.200 -2.664  -0.467
S: -0.443 -1.825 -2.110  0.949
O: 0.235 -2.905 -2.801  -0.574
O: 0.615 -0.618 -1.559  -0.231
C: 1.048 -0.874 -0.228  -0.230
C: -0.236 -1.309 0.402  0.313
O: -0.795 -2.280 -0.511  -0.342
H: 1.770 -1.682 -0.344  0.348
H: 1.486 -0.011 0.274  0.127
H: -0.851 -0.410 0.436  -0.332
H: -0.155 -1.763 1.389  0.355

Values from the calculation:
Frontier orbital gap, eV: 8.39
Spin multiplicity: 1
Structure (SMILES): CN(C)P(=O)(N(C)C)N(C)C.CN(C)P(=O)(N(C)C)N(C)C.CN(C)P(=O)(N(C)C)N(C)C.O=S1(=O)OCCO1.O=S1(=O)OCCO1.O=S1(=O)OCCO1



Here is 9 unconnected molecules or ions with the total composition CH17O11 at a distorted geometry from OMol25. Energies are from ωB97M-V/def2-TZVPD.

Last column: Mulliken charge in e.
Geometry (Å):
C: 12.992 12.602 18.781  0.905
O: 13.481 11.604 19.282  -0.776
O: 13.390 13.758 19.188  -0.386
O: 11.996 12.537 18.052  -1.079
H: 14.187 13.641 19.703  0.220
O: 12.238 8.964 19.182  -0.710
H: 12.658 9.875 19.014  0.424
H: 11.378 9.101 19.600  0.306
O: 14.571 15.216 21.858  -0.567
H: 14.764 14.363 21.417  0.339
H: 15.230 15.734 21.667  0.247
O: 12.958 12.518 15.391  -0.726
H: 13.967 12.126 15.426  0.288
H: 12.659 12.480 16.333  0.467
O: 15.882 12.844 21.175  -0.631
H: 15.593 12.098 20.651  0.410
H: 16.801 12.866 21.186  0.246
O: 11.185 14.954 17.183  -0.714
H: 10.901 14.836 16.294  0.263
H: 11.331 14.098 17.698  0.451
O: 11.361 12.424 21.597  -0.689
H: 12.116 12.141 21.106  0.334
H: 11.261 13.315 21.374  0.313
O: 9.819 11.612 19.311  -0.688
H: 9.804 11.718 20.226  0.312
H: 10.509 12.282 18.852  0.413
O: 16.036 10.739 19.455  -0.727
H: 15.076 10.797 19.200  0.460
H: 16.502 11.234 18.841  0.294

Values from the calculation:
Net charge: -1
Frontier orbital gap, eV: 9.42
Spin multiplicity: 1



Taking the records one at a time from the top gives HOMO values of -10.616; -7.729; -8.119; -6.801 eV.
Taking the records one at a time from the top gives LUMO values of 0.8; -0.2; 0.3; 2.6 eV.